This record from the OMol25 dataset describes a structure of composition C4H12N2O at a distorted geometry. The level of theory is wB97M-V/def2-TZVPD.

Results
spin multiplicity	1
highest occupied orbital energy	-8.15	eV
lowest unoccupied orbital energy	0.64	eV
energy relative to the best compared isomer or geometry (same formula, charge and spin)	1.803	eV
energy	-9369.3909	eV
gap between HOMO and LUMO	0.323	hartree

Geometry as XYZ:
```
19
C4H12N2O | the OMol25 dataset | wB97M-V/def2-TZVPD
C -0.8890 0.3049 1.4786
O -0.7582 0.8010 0.1786
C 0.4620 0.0492 2.1593
C 1.3868 -0.8176 1.3282
H -1.4480 -0.6426 1.4486
H -1.4621 1.0188 2.0796
H 0.2858 -0.3958 3.1469
H 0.9377 1.0180 2.3590
H 2.2625 -1.2035 1.8568
H 1.6833 -0.3389 0.3935
H 0.8861 -1.7583 1.0502
N -1.4259 -0.2453 -2.2556
C -0.2195 0.1237 -2.6637
N 0.5944 0.6331 -1.8003
H -1.6598 -0.0207 -1.2798
H -2.1678 -0.5239 -2.8652
H 0.0390 0.1546 -3.7177
H 1.4109 1.1072 -2.1468
H 0.0816 0.7361 -0.7502
```